{
  "formula": "CH3NO3P",
  "method": "ωB97M-V with the def2-TZVPD basis set",
  "elements": ["H", "O", "P", "O", "H", "C", "H", "O", "N"],
  "positions_angstrom": [[-2.94093, -0.02903, -0.19804], [0.44975, 0.21912, 0.51958], [-0.70271, -0.78415, 0.25711], [2.32458, -1.09840, -0.10347], [-1.95062, 1.39384, 0.05172], [2.13170, 0.02928, 0.27626], [-0.08305, -1.14169, -1.02005], [2.71409, 1.04010, 0.47102], [-1.94282, 0.37094, -0.25412]],
  "mulliken_charge": [0.220, -0.332, -0.028, -0.602, 0.218, 0.684, -0.040, -0.559, -0.561],
  "de_lowest_ev": 1.798,
  "smiles": "NPOC(=O)[O-]",
  "charge": -1,
  "orbital_gap_ha": 0.291,
  "e_homo_ev": -3.5,
  "lumo_energy_ev": 4.38
}